## w
Here is C20H31N3O3S in the gas phase from the OMol25 dataset. Energies are from the ωB97M-V functional and the def2-TZVPD basis.

```
58
Properties=species:S:1:pos:R:3:lowdin_charge:R:1
C 4.32 -2.82 4.76 -0.1039
C 3.53 -3.91 4.05 -0.2840
C 3.14 -3.49 2.64 -0.2289
S 1.82 -2.24 2.70 0.6566
O 2.38 -0.96 3.05 -0.2956
O 0.76 -2.75 3.52 -0.2876
N 1.31 -2.29 1.10 -0.2367
C -0.12 -2.34 0.89 -0.1841
C -0.76 -0.97 1.11 -0.1070
C -0.16 0.06 0.15 -0.2117
C -0.54 -0.23 -1.30 -0.4188
O 0.26 -0.68 -2.10 0.0532
N -1.82 0.00 -1.66 -0.0299
C -2.86 0.63 -0.87 -0.1265
C -3.87 1.33 -1.81 -0.1547
N -3.30 1.88 -3.01 -0.1621
C -2.66 3.18 -2.89 -0.1405
C -1.43 3.27 -2.02 -0.2083
C -1.54 3.70 -0.70 -0.0645
C -0.42 3.79 0.11 -0.0866
C 0.83 3.46 -0.39 -0.0974
C 0.95 3.04 -1.70 -0.0825
C -0.17 2.95 -2.51 -0.0365
C -2.62 0.88 -3.81 -0.1409
C -2.25 -0.37 -2.99 -0.1137
C 1.37 0.07 0.33 -0.1237
C 1.97 -1.33 0.23 -0.1870
H 3.76 -1.89 4.75 0.0572
H 5.28 -2.66 4.27 0.0773
H 4.51 -3.11 5.79 0.0729
H 4.11 -4.83 4.01 0.1109
H 2.60 -4.11 4.60 0.1015
H 2.71 -4.31 2.07 0.1001
H 3.98 -3.05 2.10 0.1017
H -0.51 -3.06 1.61 0.1139
H -0.29 -2.70 -0.13 0.1347
H -1.84 -1.05 0.97 0.1055
H -0.56 -0.67 2.14 0.1240
H -0.53 1.06 0.41 0.1208
H -3.40 -0.12 -0.27 0.1190
H -2.42 1.36 -0.19 0.0993
H -4.38 2.13 -1.26 0.1226
H -4.64 0.61 -2.12 0.1190
H -3.42 3.87 -2.51 0.1215
H -2.41 3.50 -3.91 0.1269
H -2.51 3.97 -0.31 0.1139
H -0.52 4.13 1.13 0.1062
H 1.70 3.54 0.24 0.1076
H 1.92 2.79 -2.10 0.1095
H -0.05 2.64 -3.54 0.1109
H -1.71 1.31 -4.24 0.1071
H -3.28 0.58 -4.63 0.1187
H -3.11 -1.04 -2.91 0.1263
H -1.43 -0.91 -3.47 0.1208
H 1.82 0.71 -0.43 0.1062
H 1.60 0.48 1.32 0.1093
H 3.02 -1.30 0.51 0.1172
H 1.88 -1.69 -0.80 0.1207
```

SMILES   CCCS(=O)(=O)N1CCC(C(=O)N2CCN(Cc3ccccc3)CC2)CC1
Lowest unoccupied orbital energy   0.729 eV

---

## x
Here is C20H31N3O3S in the gas phase from the OMol25 dataset. Energies are from the ωB97M-V functional and the def2-TZVPD basis.

```
58
Properties=species:S:1:pos:R:3:lowdin_charge:R:1
C 1.40 -6.47 -4.93 -0.0952
C 0.16 -6.07 -4.14 -0.1644
C 0.21 -4.60 -3.75 -0.4255
O 1.14 -3.88 -4.04 0.0824
N -0.87 -4.15 -3.05 0.0200
C -2.01 -4.98 -2.67 -0.1147
C -2.97 -4.06 -1.89 -0.0797
C -2.28 -2.73 -1.92 -0.1446
C -2.68 -1.53 -1.40 0.0001
C -1.85 -0.43 -1.57 -0.2825
S -2.37 1.12 -0.87 0.6554
O -1.58 2.18 -1.43 -0.2923
O -3.80 1.23 -0.94 -0.2954
N -2.00 0.86 0.74 -0.1355
C -0.65 1.16 1.17 -0.2136
C -0.40 2.67 1.35 -0.1892
N 0.96 2.90 1.79 -0.1431
C 1.61 4.03 1.16 -0.1819
C 1.15 5.38 1.72 -0.1745
C 1.42 5.41 3.22 -0.1971
C 0.75 4.21 3.89 -0.1432
C 1.14 2.88 3.23 -0.3297
C 2.57 2.44 3.58 -0.2101
C 2.68 1.82 4.96 -0.1014
C -0.65 -0.53 -2.25 -0.0454
C -0.23 -1.74 -2.78 0.0278
C -1.06 -2.84 -2.61 -0.1311
H 1.48 -5.87 -5.83 0.0785
H 1.35 -7.52 -5.20 0.0721
H 2.29 -6.29 -4.34 0.0781
H 0.08 -6.67 -3.23 0.1162
H -0.74 -6.25 -4.74 0.1160
H -2.49 -5.38 -3.57 0.1234
H -1.67 -5.82 -2.06 0.1227
H -3.11 -4.40 -0.86 0.1213
H -3.95 -4.00 -2.36 0.1218
H -3.61 -1.40 -0.87 0.1251
H -2.71 1.28 1.33 0.1054
H -0.45 0.62 2.09 0.1177
H 0.01 0.78 0.39 0.1170
H -1.15 3.06 2.06 0.1228
H -0.57 3.15 0.39 0.1034
H 2.69 3.92 1.31 0.1171
H 1.42 3.98 0.08 0.1214
H 0.08 5.51 1.53 0.1117
H 1.68 6.19 1.22 0.1091
H 2.50 5.38 3.40 0.1049
H 1.04 6.34 3.66 0.1086
H 1.00 4.19 4.95 0.1061
H -0.34 4.34 3.81 0.1085
H 0.47 2.10 3.62 0.1358
H 3.25 3.30 3.52 0.0993
H 2.88 1.72 2.83 0.1154
H 2.38 2.52 5.74 0.0649
H 3.70 1.51 5.16 0.0695
H 2.04 0.94 5.04 0.0717
H -0.05 0.36 -2.37 0.1145
H 0.70 -1.83 -3.31 0.1044
```

SMILES   CCC(=O)N1CCc2cc(S(=O)(=O)NCCN3CCCC[C@@H]3CC)ccc21
Lowest unoccupied orbital energy   0.542 eV

---

If we sort the structures by their calculated energies, the order from most to least stable is x, w.

---

## w
Here is C2H6N4O in the gas phase from the OMol25 dataset. Energies are from the ωB97M-V functional and the def2-TZVPD basis.

```
13
Properties=species:S:1:pos:R:3:lowdin_charge:R:1
H 0.35 -1.13 -2.36 0.0230
N 0.90 -1.51 -1.60 0.1079
C 0.47 -0.82 -0.55 -0.4869
N 1.45 -1.00 0.66 0.0321
N -0.48 -0.06 -0.23 -0.0750
O -1.49 0.38 -1.15 0.0396
C -0.33 0.88 0.82 -0.1196
N -1.25 1.78 0.68 0.0952
H -1.05 2.59 1.23 0.0576
H 2.05 -1.71 0.24 0.0611
H 0.85 -1.34 1.53 0.1207
H -1.79 1.23 -0.88 0.0373
H 0.34 0.70 1.61 0.1068
```

SMILES   [H]/N=C(/N)N(O)/C=N/[H]
Lowest unoccupied orbital energy   0.636 eV

---

## x
Here is a molecular structure, C2H6N4O from the OMol25 dataset. Energies are from the ωB97M-V functional and the def2-TZVPD basis.

```
13
Properties=species:S:1:pos:R:3:lowdin_charge:R:1
C 0.13 -0.80 -1.34 -0.5610
C 0.34 1.34 1.41 -0.3087
H -1.82 -0.31 -2.14 0.2718
H -0.74 -1.56 -3.29 0.1713
H 1.63 -0.41 -0.09 0.1669
H -0.02 -0.80 1.62 0.2167
H 0.11 2.05 0.51 0.1558
H 0.05 0.91 3.15 0.0220
N -0.75 -1.17 -2.23 0.0561
N 1.21 -1.21 -0.91 0.0749
N 0.22 0.04 0.90 -0.1687
N 0.23 1.74 2.61 0.0861
O -0.60 0.18 -0.20 -0.1833
```

Lowest unoccupied orbital energy   0.197 eV

---

If we sort the structures by their calculated energies, the order from most to least stable is w, x.

---

## w
Here is 2 unconnected molecules or ions with the total composition C3H4P2 from the OMol25 dataset. Energies are from the ωB97M-V functional and the def2-TZVPD basis.

```
9
Properties=species:S:1:pos:R:3:lowdin_charge:R:1
C 1.59 0.08 0.23 0.0053
C 0.31 -0.04 0.42 -0.3816
C -0.84 -0.15 -0.45 -1.0075
P -2.34 -1.00 -0.08 0.5351
P -2.32 1.01 0.02 0.5529
H 2.23 0.10 1.05 0.0383
H 1.92 -0.03 -0.74 0.0304
H -0.15 0.17 1.37 0.0544
H -0.40 -0.14 -1.83 0.1727
```

Lowest unoccupied orbital energy   -1.080 eV

---

## x
Here is C3H4P2 in the gas phase from the OMol25 dataset. Energies are from the ωB97M-V functional and the def2-TZVPD basis.

```
9
Properties=species:S:1:pos:R:3:lowdin_charge:R:1
C -0.86 0.82 0.99 -0.0005
C 0.25 0.53 0.30 -0.3004
C 0.11 -0.48 -0.76 -0.8930
P 1.32 -0.57 -2.17 0.5170
P 1.44 -1.91 -0.70 0.5160
H -0.89 1.46 1.75 -0.0090
H -1.77 0.16 0.91 0.0869
H 1.25 0.89 0.42 0.0731
H -0.84 -0.90 -0.75 0.0099
```

Lowest unoccupied orbital energy   -0.938 eV

---

If we sort the structures by their calculated energies, the order from most to least stable is x, w.

---

## w
Here is 5 unconnected molecules or ions with the total composition C4H12O3 from the OMol25 dataset. Energies are from the ωB97M-V functional and the def2-TZVPD basis.

```
19
Properties=species:S:1:pos:R:3:lowdin_charge:R:1
C 1.17 -0.65 -1.63 0.0275
C 0.31 -1.03 -0.65 -0.1660
C 0.59 -0.48 0.67 -0.1744
C -0.27 -0.74 1.68 0.0218
H 1.08 -0.89 -2.71 0.0539
H 2.07 -0.11 -1.35 0.0262
H -0.69 -1.56 -0.82 0.0869
H 1.34 0.24 0.58 0.0103
H -0.45 -0.08 2.54 0.0588
H -3.42 0.44 0.25 0.0123
H 1.31 2.01 -0.51 -0.0197
H 3.22 1.83 0.51 -0.0591
O 2.51 1.35 0.03 -0.4416
H -1.04 -1.67 1.48 0.0746
H -2.79 -2.75 0.47 -0.0311
O -2.28 -1.92 0.36 -0.2948
H -2.89 0.83 0.56 0.0205
H -0.02 3.03 -0.87 -0.0126
O 0.26 2.15 -0.59 -0.1936
```

Net charge   -1
2S+1   2
Lowest unoccupied orbital energy (spin up / spin down)   3.894 / 1.245 eV

---

## x
Here is 3 unconnected molecules or ions with the total composition C4H12O3 from the OMol25 dataset. Energies are from the ωB97M-V functional and the def2-TZVPD basis.

```
19
Properties=species:S:1:pos:R:3:lowdin_charge:R:1
O -1.96 -1.78 0.95 -0.0791
C -1.85 -1.43 -0.21 -0.4081
C -0.90 -0.35 -0.70 -0.2644
C 0.52 -0.73 -0.31 -0.3262
C 1.55 0.29 -0.83 -0.1848
H -2.38 -1.97 -1.02 0.0763
H -1.11 -0.21 -1.77 0.0939
H -1.06 0.69 -0.35 0.0652
H 0.59 -0.69 0.79 0.0637
H 0.69 -1.81 -0.47 0.1006
H 2.61 0.14 -0.64 0.0422
H 1.24 1.16 -0.26 0.0300
H 1.49 0.37 -1.92 0.0577
H -2.41 1.85 0.78 -0.0089
H -2.20 3.13 -0.21 0.0074
O -2.82 2.60 0.32 -0.1684
H 2.27 -1.05 1.93 0.0213
H 2.63 0.32 2.07 0.0195
O 3.09 -0.51 1.84 -0.1378
```

Net charge   -1
2S+1   2
Lowest unoccupied orbital energy (spin up / spin down)   3.995 / 3.798 eV

---

If we sort the structures by their calculated energies, the order from most to least stable is x, w.

---

## w
Here is 3 unconnected molecules or ions with the total composition C3H12NO3S from the OMol25 dataset. Energies are from the ωB97M-V functional and the def2-TZVPD basis.

```
20
Properties=species:S:1:pos:R:3:lowdin_charge:R:1
C -0.94 1.29 -0.01 -0.3559
C -1.71 1.00 -1.29 -0.5917
S -2.91 -0.31 -0.90 0.5724
N -0.45 0.07 0.72 -0.1313
C 0.95 -0.38 0.06 -0.4688
O 1.76 0.60 0.24 -0.2977
H -1.66 1.97 0.60 0.1219
H -0.07 1.94 -0.18 0.0931
H -2.35 1.90 -1.43 0.0589
H -1.05 0.68 -2.13 0.0652
H -2.29 -0.74 0.35 -0.0973
H -0.10 0.26 1.65 0.0813
H 0.75 -0.61 -1.05 0.1137
H 1.23 -1.21 0.75 0.0947
H 3.47 0.16 -0.04 -0.0561
H 3.11 0.89 -1.14 0.0683
O 3.95 0.35 -0.83 -0.1718
H -0.22 -3.31 1.35 0.0365
H -0.82 -1.91 1.37 -0.0515
O -0.64 -2.65 1.92 -0.0838
```

Net charge   -1
Lowest unoccupied orbital energy   3.338 eV

---

## x
Here is 3 unconnected molecules or ions with the total composition C3H12NO3S from the OMol25 dataset. Energies are from the ωB97M-V functional and the def2-TZVPD basis.

```
20
Properties=species:S:1:pos:R:3:lowdin_charge:R:1
C 0.30 -0.85 0.04 -0.3412
C 0.82 -1.19 -1.34 -0.5602
S 1.80 -2.73 -1.36 0.6608
N -0.68 0.20 -0.03 -0.1049
C -0.64 1.16 1.12 -0.4577
O 0.22 2.18 0.92 -0.2828
H 1.15 -0.54 0.67 0.1185
H -0.12 -1.76 0.49 0.0955
H -0.02 -1.37 -2.02 0.0677
H 1.43 -0.38 -1.73 0.0661
H 1.01 -3.45 -2.17 -0.1738
H -0.61 0.79 -0.85 0.1058
H -0.41 0.55 2.01 0.0974
H -1.66 1.55 1.20 0.0821
H 1.51 2.56 1.52 -0.0458
H 2.90 3.10 1.17 -0.0219
O 2.40 2.88 1.95 -0.1939
H -2.44 -0.52 -0.29 -0.0019
H -3.87 -1.20 -0.41 0.0095
O -3.07 -0.98 -0.90 -0.1194
```

Net charge   -1
Lowest unoccupied orbital energy   2.902 eV

---

If we sort the structures by their calculated energies, the order from most to least stable is x, w.